Entry from the OMol25 dataset: a 4-piece molecular cluster, C15H33ClF3N2O5S3 overall in a non-equilibrium geometry (ωB97M-V/def2-TZVPD).

Atoms and positions in Å:
C  -0.615  4.678  -2.871
N  0.607  5.003  -3.608
C  0.390  6.057  -4.595
C  1.742  5.221  -2.828
O  2.860  5.118  -3.295
C  1.625  5.635  -1.370
C  1.836  4.460  -0.454
C  3.277  4.000  -0.447
N  3.224  2.604  0.124
C  4.535  1.902  0.060
F  4.356  0.667  0.556
F  5.424  2.587  0.782
F  4.901  1.847  -1.229
C  2.700  2.721  1.531
C  1.413  3.532  1.612
Cl  0.021  2.501  1.216
O  1.418  4.703  0.871
H  -1.239  5.550  -2.695
H  -1.205  4.011  -3.486
H  -0.419  4.153  -1.951
H  0.303  7.047  -4.152
H  1.156  6.038  -5.352
H  -0.545  5.850  -5.099
H  2.432  6.337  -1.197
H  0.714  6.168  -1.135
H  1.247  3.614  -0.819
H  3.690  4.012  -1.446
H  3.899  4.587  0.214
H  2.590  2.050  -0.458
H  2.552  1.726  1.924
H  3.464  3.206  2.122
H  1.300  3.831  2.642
C  -2.145  -1.648  2.355
S  -1.644  -0.720  0.913
O  -2.812  0.073  0.437
C  -1.482  -2.142  -0.173
H  -2.339  -0.941  3.159
H  -3.050  -2.212  2.130
H  -1.341  -2.326  2.648
H  -2.433  -2.673  -0.220
H  -0.703  -2.799  0.216
H  -1.203  -1.780  -1.161
C  -5.640  -5.853  -0.321
S  -3.884  -5.833  0.046
O  -3.581  -4.541  0.724
C  -3.335  -5.670  -1.657
H  -6.177  -5.907  0.623
H  -5.912  -4.941  -0.850
H  -5.871  -6.731  -0.924
H  -3.763  -4.768  -2.094
H  -3.643  -6.551  -2.221
H  -2.249  -5.600  -1.654
C  -0.347  -6.002  2.150
S  -0.422  -5.350  3.820
O  -0.303  -3.870  3.707
C  1.179  -5.972  4.348
H  -1.245  -5.674  1.628
H  0.537  -5.618  1.640
H  -0.320  -7.091  2.186
H  1.957  -5.581  3.693
H  1.168  -7.061  4.322
H  1.349  -5.633  5.367

## Properties
DFT total energy = -82479.491 eV
net charge = +1
strongest force on any atom = 1.3 eV Å⁻¹
HOMO = -0.3780 hartree
Kohn-Sham gap = 7.69 eV

***

Entry from the OMol25 dataset: C4H9NO2 as an isolated structure in a non-equilibrium geometry (ωB97M-V/def2-TZVPD).

Atoms and positions in Å:
C  -0.127  -1.477  1.189
C  -0.011  -0.133  0.483
C  1.402  0.061  -0.117
O  1.741  1.393  -0.390
N  -1.068  -0.022  -0.548
C  -1.567  1.563  -1.446
O  -0.758  2.372  -1.246
H  -1.148  -1.622  1.548
H  0.558  -1.547  2.038
H  0.110  -2.295  0.497
H  -0.154  0.690  1.191
H  2.147  -0.294  0.611
H  1.504  -0.583  -1.009
H  0.991  1.819  -0.832
H  -1.090  -0.793  -1.204
H  -2.069  0.337  -0.466

## Properties
energy above the lowest of the compared OMol25 structures with the same formula, charge and spin = 304.49 kJ/mol
DFT total energy = -9876.905 eV
strongest force on any atom = 3.2 eV Å⁻¹
HOMO = -0.3321 hartree
Kohn-Sham gap = 9.95 eV

***

Entry from the OMol25 dataset: a 7-piece molecular cluster, C45H38ClF6NO4 overall in a non-equilibrium geometry (ωB97M-V/def2-TZVPD).

Atoms and positions in Å:
C  4.715  3.497  0.434
C  3.266  4.257  0.744
Cl  2.712  3.669  2.414
C  2.146  4.023  -0.430
C  0.583  4.175  0.069
C  0.033  5.395  0.783
O  0.967  6.501  1.042
N  0.630  7.213  2.132
O  1.486  8.108  2.218
C  -1.566  5.357  1.146
O  -2.281  6.456  1.517
C  -2.474  3.958  1.040
C  -1.958  2.752  0.335
C  -0.412  2.879  -0.285
O  -0.037  1.886  -1.102
H  5.507  4.289  0.026
H  5.183  3.083  1.447
H  4.620  2.638  -0.357
H  3.524  5.421  0.766
H  2.358  2.941  -0.886
H  2.293  4.768  -1.350
H  -3.557  3.905  1.518
H  -2.554  1.744  0.203
F  -3.178  -0.101  -0.641
C  -2.721  -1.218  -0.060
C  -2.424  -1.209  1.299
C  -1.953  -2.373  1.906
C  -1.775  -3.531  1.145
C  -2.071  -3.528  -0.219
C  -2.552  -2.367  -0.823
H  -2.561  -0.298  1.872
H  -1.725  -2.379  2.969
H  -1.403  -4.437  1.619
H  -1.928  -4.430  -0.810
H  -2.797  -2.350  -1.880
F  6.534  2.010  -0.928
C  6.489  1.518  -2.173
C  5.318  0.923  -2.632
C  5.269  0.415  -3.930
C  6.396  0.496  -4.751
C  7.568  1.090  -4.280
C  7.613  1.608  -2.986
H  4.455  0.862  -1.976
H  4.356  -0.045  -4.300
H  6.359  0.095  -5.762
H  8.445  1.149  -4.920
H  8.513  2.081  -2.607
F  -2.424  -7.129  0.140
C  -3.681  -7.312  -0.286
C  -4.713  -7.389  0.643
C  -6.023  -7.574  0.199
C  -6.284  -7.692  -1.168
C  -5.240  -7.619  -2.092
C  -3.932  -7.422  -1.649
H  -4.491  -7.303  1.701
H  -6.838  -7.627  0.916
H  -7.305  -7.841  -1.513
H  -5.445  -7.715  -3.155
H  -3.110  -7.354  -2.353
F  -9.220  -8.068  -0.456
C  -9.411  -9.322  -0.023
C  -10.678  -9.889  -0.107
C  -10.876  -11.196  0.339
C  -9.806  -11.918  0.873
C  -8.539  -11.338  0.957
C  -8.339  -10.036  0.501
H  -11.499  -9.310  -0.517
H  -11.861  -11.651  0.271
H  -9.962  -12.936  1.224
H  -7.709  -11.901  1.376
H  -7.359  -9.573  0.550
F  5.229  1.847  2.957
C  6.474  1.401  3.169
C  7.391  1.408  2.124
C  8.690  0.948  2.346
C  9.053  0.476  3.610
C  8.124  0.469  4.651
C  6.830  0.939  4.432
H  7.088  1.770  1.147
H  9.416  0.957  1.537
H  10.065  0.114  3.781
H  8.409  0.097  5.633
H  6.098  0.948  5.232
F  -0.382  12.488  -2.469
C  0.075  11.371  -1.887
C  0.373  11.380  -0.528
C  0.843  10.216  0.079
C  1.022  9.058  -0.682
C  0.725  9.060  -2.046
C  0.244  10.221  -2.650
H  0.236  12.291  0.045
H  1.071  10.210  1.142
H  1.393  8.151  -0.209
H  0.869  8.159  -2.637
H  0.000  10.239  -3.707

## Properties
DFT total energy = -85777.264 eV
strongest force on any atom = 8.7 eV Å⁻¹
HOMO = -0.3312 hartree
SMILES = C[C@H](Cl)CC1=C(ON=O)C(=O)C=CC1=O.Fc1ccccc1.Fc1ccccc1.Fc1ccccc1.Fc1ccccc1.Fc1ccccc1.Fc1ccccc1
Kohn-Sham gap = 6.98 eV

***

Entry from the OMol25 dataset: C13H27O9V as an isolated structure in a non-equilibrium geometry (ωB97M-V/def2-TZVPD).

Atoms and positions in Å:
V  4.743  -0.796  -2.105
C  2.171  -1.116  0.102
O  2.904  -0.836  -1.066
H  2.132  -2.196  0.244
H  2.518  -0.763  1.074
H  1.164  -0.700  0.078
C  -2.571  -2.752  3.841
O  -1.346  -3.101  3.190
C  -1.374  -3.330  1.828
O  -2.292  -3.012  1.023
O  -0.236  -4.136  1.598
C  -0.121  -4.625  0.253
H  -3.258  -3.565  3.604
H  -3.035  -1.871  3.398
H  -2.551  -2.660  4.927
H  0.210  -3.788  -0.363
H  -1.041  -5.063  -0.133
H  0.592  -5.449  0.275
C  1.107  2.180  -0.704
O  1.085  3.169  -1.769
C  0.580  2.974  -3.052
O  0.085  1.921  -3.487
O  0.624  4.180  -3.638
C  0.257  4.340  -4.995
H  1.844  2.366  0.078
H  1.132  1.198  -1.176
H  0.215  2.443  -0.137
H  -0.738  4.787  -4.998
H  0.092  3.397  -5.517
H  0.936  4.986  -5.551
C  2.570  0.852  3.813
C  1.752  1.896  3.014
O  2.244  2.737  2.362
C  0.216  1.691  3.011
H  2.135  0.841  4.813
H  3.603  1.201  3.839
H  2.404  -0.171  3.479
H  -0.259  2.355  2.289
H  -0.263  1.973  3.949
H  0.109  0.629  2.788
C  -1.374  -0.725  -2.995
C  -2.617  -0.357  -2.200
O  -3.759  -0.672  -2.561
C  -2.388  0.338  -0.908
H  -1.333  -1.687  -3.506
H  -0.487  -0.523  -2.393
H  -1.268  -0.049  -3.843
H  -2.855  -0.358  -0.210
H  -2.918  1.289  -0.864
H  -1.340  0.555  -0.702

## Properties
multiplicity = 4
DFT total energy = -58020.957 eV
net charge = +1
strongest force on any atom = 5.1 eV Å⁻¹
HOMO (alpha / beta) = -0.4034 / -0.4034 hartree
Kohn-Sham gap (alpha / beta) = 4.15 / 4.20 eV

***

Entry from the OMol25 dataset: a 2-piece molecular cluster, C6H7NS overall in a non-equilibrium geometry (ωB97M-V/def2-TZVPD).

Atoms and positions in Å:
C  -1.189  1.773  0.818
C  0.122  1.825  1.085
S  0.705  0.900  2.459
C  1.067  2.579  0.310
N  1.750  3.260  -0.321
H  -1.640  2.433  0.105
H  -1.844  0.995  1.392
H  2.001  0.824  2.111
C  -0.721  -2.139  -0.838
C  0.350  -1.379  -1.024
C  1.363  -0.622  -0.884
H  -0.862  -2.907  -1.512
H  -1.344  -1.781  -0.037
H  1.509  0.383  -1.460
H  2.135  -0.903  -0.321

## Properties
energy above the lowest of the compared OMol25 structures with the same formula, charge and spin = 363.51 kJ/mol
DFT total energy = -18656.981 eV
strongest force on any atom = 5.5 eV Å⁻¹
HOMO = -0.3464 hartree
SMILES = C=C(S)C#N.C=C=C
Kohn-Sham gap = 9.54 eV

***

Entry from the OMol25 dataset: C29H23BCl2IIrN4O4S2 as an isolated structure in a non-equilibrium geometry (ωB97M-V/def2-TZVPD).

Atoms and positions in Å:
Ir  -0.446  1.514  0.781
S  1.871  1.949  0.690
C  1.209  0.798  1.842
C  0.580  -0.344  1.238
C  -0.081  -1.319  2.098
C  -0.569  -2.508  1.538
N  -0.971  -3.493  1.074
C  -0.241  -1.017  3.478
C  0.411  0.081  4.038
C  1.174  0.957  3.287
S  1.947  2.305  4.092
C  -1.146  -1.748  4.291
N  -1.941  -2.279  4.942
H  1.036  -0.747  0.344
H  0.294  0.270  5.098
Cl  -2.360  7.708  -3.454
C  -2.149  6.354  -2.383
C  -2.263  6.602  -0.977
C  -2.071  5.608  -0.087
Cl  -2.157  5.894  1.608
C  -1.726  4.245  -0.502
O  -1.363  3.426  0.340
C  -1.757  4.011  -1.950
C  -1.605  2.763  -2.480
O  -1.707  1.652  -1.781
C  -1.897  5.123  -2.856
H  -2.486  7.602  -0.628
H  -1.422  2.647  -3.550
H  -1.832  4.944  -3.922
C  3.517  -4.344  -0.714
C  2.472  -4.330  -1.840
C  3.108  -4.848  -3.136
C  1.336  -5.276  -1.447
C  1.978  -2.895  -2.036
C  2.879  -1.901  -2.431
C  2.519  -0.561  -2.558
C  1.213  -0.241  -2.273
O  0.605  0.992  -2.265
B  -0.639  0.733  -1.680
O  -0.908  -0.639  -1.602
C  0.309  -1.217  -1.888
C  0.653  -2.543  -1.767
H  3.881  -5.362  -0.549
H  3.079  -3.978  0.216
H  4.372  -3.711  -0.955
H  3.461  -5.874  -2.996
H  3.960  -4.239  -3.441
H  2.381  -4.844  -3.951
H  1.739  -6.282  -1.308
H  0.573  -5.325  -2.227
H  0.855  -4.971  -0.515
H  3.911  -2.170  -2.622
H  3.239  0.201  -2.824
H  -0.078  -3.252  -1.407
N  -3.561  -0.311  2.826
C  -3.824  -0.917  1.620
C  -3.045  -0.286  0.706
N  -2.296  0.683  1.343
C  -2.630  0.638  2.616
H  -3.812  -0.663  3.734
H  -4.498  -1.750  1.529
H  -2.929  -0.493  -0.341
H  -2.196  1.246  3.393
I  -1.003  3.819  4.593
C  0.925  3.680  3.599
H  0.685  3.631  2.543
H  1.437  4.605  3.846

## Properties
multiplicity = 2
energy above the lowest of the compared OMol25 structures with the same formula, charge and spin = 181.62 kJ/mol
DFT total energy = -102932.502 eV
net charge = -1
strongest force on any atom = 1.3 eV Å⁻¹
HOMO (alpha / beta) = -0.0979 / -0.1639 hartree
Kohn-Sham gap (alpha / beta) = 3.40 / 5.19 eV

***

Entry from the OMol25 dataset: C18H18N4S3ScSe as an isolated structure (ωB97M-V/def2-TZVPD).

Atoms and positions in Å:
Sc  0.457  0.500  -0.596
C  3.363  2.472  -1.158
C  2.520  3.533  -0.468
S  0.729  3.190  -0.479
C  0.219  3.423  1.254
C  0.913  2.556  2.292
S  0.798  0.760  1.982
C  2.520  0.176  2.119
C  3.539  0.854  1.217
S  3.148  0.766  -0.563
H  4.422  2.717  -1.062
H  3.158  2.417  -2.229
H  2.658  4.485  -0.981
H  2.815  3.685  0.569
H  -0.861  3.262  1.252
H  0.368  4.477  1.496
H  0.453  2.726  3.265
H  1.969  2.798  2.392
H  2.459  -0.899  1.938
H  2.809  0.295  3.165
H  4.505  0.367  1.350
H  3.679  1.903  1.469
Se  -4.936  -4.953  -0.478
N  -5.016  -3.190  -0.624
C  -3.773  -2.768  -0.658
C  -3.408  -1.358  -0.742
C  -4.360  -0.331  -0.821
C  -3.949  0.982  -0.929
C  -2.592  1.254  -0.944
N  -1.665  0.286  -0.866
C  -2.065  -1.018  -0.783
C  -1.026  -2.046  -0.761
N  0.277  -1.633  -0.814
C  1.256  -2.552  -0.858
C  0.996  -3.911  -0.836
C  -0.315  -4.334  -0.754
C  -1.353  -3.392  -0.712
C  -2.761  -3.771  -0.645
N  -3.170  -5.017  -0.602
H  -5.411  -0.593  -0.807
H  -4.658  1.794  -1.007
H  -2.233  2.273  -1.037
H  2.272  -2.183  -0.928
H  1.816  -4.613  -0.886
H  -0.567  -5.388  -0.730

## Properties
energy above the lowest of the compared OMol25 structures with the same formula, charge and spin = 0.00 kJ/mol
DFT total energy = -143447.862 eV
net charge = +3
strongest force on any atom = 0.5 eV Å⁻¹
HOMO = -0.6264 hartree
Kohn-Sham gap = 6.34 eV

***

Entry from the OMol25 dataset: one molecule with the formula C5H8O in a non-equilibrium geometry (ωB97M-V/def2-TZVPD).

Atoms and positions in Å:
C  -1.379  -0.200  -0.440
C  -0.753  0.933  0.429
C  0.660  0.491  0.759
C  1.490  0.105  -0.442
C  0.716  -1.022  0.048
O  -0.531  -1.331  -0.423
H  -1.511  0.117  -1.476
H  -2.340  -0.547  -0.058
H  -0.788  1.878  -0.137
H  -1.327  1.095  1.346
H  0.781  -0.226  1.568
H  1.156  0.435  -1.419
H  2.562  0.084  -0.311
H  1.220  -1.933  0.400

## Properties
energy above the lowest of the compared OMol25 structures with the same formula, charge and spin = 300.78 kJ/mol
DFT total energy = -7359.138 eV
strongest force on any atom = 2.2 eV Å⁻¹
HOMO = -0.2969 hartree
SMILES = C1C[C@@H]2C[C@@H]2O1
Kohn-Sham gap = 9.19 eV